The following is a DFT calculation (ωB97M-V with the def2-TZVPD basis set) of a molecular structure, C46H45FN7O4RuS.

CARTESIAN COORDINATES (ANGSTROEM)
1 Ru 2.400 0.975 0.169
2 C 5.572 1.619 1.313
3 C 5.782 2.506 0.099
4 C 5.395 1.849 -1.202
5 C 5.966 2.269 -2.395
6 C 5.699 1.563 -3.556
7 C 4.905 0.431 -3.484
8 C 4.353 0.099 -2.265
9 N 4.563 0.805 -1.148
10 N 4.190 1.554 1.841
11 C 4.129 0.490 2.847
12 C 2.721 0.188 3.280
13 C 2.478 -0.715 4.307
14 C 1.170 -0.979 4.661
15 C 0.146 -0.299 4.014
16 C 0.480 0.592 3.016
17 N 1.742 0.813 2.633
18 C 3.802 2.854 2.422
19 C 2.922 3.698 1.532
20 C 2.381 4.889 1.998
21 C 1.683 5.691 1.116
22 C 1.556 5.294 -0.211
23 C 2.092 4.082 -0.587
24 N 2.747 3.287 0.276
25 H 6.225 1.963 2.125
26 H 5.868 0.602 1.057
27 H 6.852 2.718 0.045
28 H 5.295 3.477 0.212
29 H 6.634 3.121 -2.400
30 H 6.124 1.881 -4.499
31 H 4.687 -0.168 -4.356
32 H 3.705 -0.762 -2.157
33 H 4.725 0.758 3.731
34 H 4.570 -0.410 2.416
35 H 3.304 -1.199 4.811
36 H 0.949 -1.694 5.443
37 H -0.890 -0.458 4.278
38 H -0.261 1.174 2.490
39 H 4.705 3.437 2.638
40 H 3.295 2.705 3.375
41 H 2.526 5.182 3.029
42 H 1.256 6.626 1.452
43 H 1.051 5.911 -0.940
44 H 2.024 3.711 -1.602
45 F -4.292 0.187 2.263
46 C -3.927 0.586 1.027
47 C -2.601 0.742 0.757
48 C -2.170 1.076 -0.530
49 C -0.743 1.307 -0.799
50 O 0.070 1.379 0.151
51 C -0.408 1.477 -2.172
52 C -1.405 1.560 -3.100
53 N -2.719 1.443 -2.841
54 C -3.673 1.555 -3.929
55 C -3.386 0.828 -5.204
56 C -4.480 0.344 -4.302
57 C -3.132 1.201 -1.539
58 C -4.496 1.107 -1.226
59 C -4.919 0.799 0.052
60 N -6.306 0.723 0.327
61 C -7.142 -0.121 -0.517
62 C -8.451 0.628 -0.808
63 N -8.646 1.641 0.291
64 C -8.334 1.029 1.626
65 C -6.817 0.771 1.692
66 C 1.000 1.538 -2.710
67 O 1.164 1.821 -3.883
68 O 1.940 1.244 -1.880
69 H -1.876 0.557 1.534
70 H -1.125 1.727 -4.132
71 H -4.140 2.530 -4.000
72 H -2.487 0.232 -5.260
73 H -3.656 1.328 -6.122
74 H -4.285 -0.564 -3.746
75 H -5.508 0.489 -4.605
76 H -5.226 1.283 -2.002
77 H -7.354 -1.074 -0.019
78 H -6.637 -0.352 -1.450
79 H -9.317 -0.031 -0.798
80 H -8.431 1.177 -1.747
81 H -9.587 2.032 0.265
82 H -7.980 2.400 0.133
83 H -8.919 0.114 1.686
84 H -8.669 1.709 2.406
85 H -6.655 -0.155 2.249
86 H -6.322 1.577 2.229
87 C 1.765 -10.328 -0.371
88 C 1.409 -8.896 -0.072
89 O 0.540 -8.284 -0.625
90 S 2.449 -8.230 1.242
91 C 2.348 -6.473 1.038
92 C 1.190 -5.781 0.696
93 C 1.236 -4.407 0.530
94 C 2.421 -3.699 0.734
95 C 3.567 -4.395 1.125
96 C 3.530 -5.769 1.270
97 C 2.462 -2.281 0.536
98 C 2.498 -1.069 0.378
99 H 1.003 -10.765 -1.009
100 H 1.859 -10.898 0.555
101 H 2.735 -10.353 -0.870
102 H 0.263 -6.313 0.558
103 H 0.341 -3.870 0.246
104 H 4.490 -3.857 1.297
105 H 4.426 -6.305 1.555

Total energy   -3056.51716 Ha
Frontier orbital gap (spin up / spin down)   6.6 / 6.1 eV
Expectation value of S²   8.77
Charge   +2
Spin multiplicity   6
Molar mass   912.05 g mol⁻¹